Below is a 14-piece molecular cluster, C36H104N4O14 overall, with properties calculated with ωB97M-V/def2-TZVPD.

Values from the calculation:
- Relative energy (zero: lowest compared OMol25 entry of this formula, charge and spin): 114.4 kcal per mole
- 2S+1: 1
- Orbital gap: 9.41 eV

XYZ file:
```
158
Properties=species:S:1:pos:R:3:forces:R:3:lowdin_charge:R:1
C 1.022290 9.190920 14.638600 0.036 0.029 -1.052 -0.060
C 0.972530 10.444290 13.737240 0.695 -1.433 0.955 -0.455
C 1.137370 10.103100 12.249780 0.214 0.896 0.693 -0.201
O 2.431310 9.505720 12.011450 -1.464 0.675 -0.340 -0.171
C 2.590590 9.126840 10.657320 -0.400 -0.149 -0.411 -0.122
N -0.251010 11.154730 13.956940 -0.622 1.130 -0.472 0.022
H 0.040240 8.722620 14.572480 0.048 -0.401 -0.176 0.071
H 1.180450 9.369090 15.702250 0.344 0.279 -0.129 0.072
H 1.795520 8.570480 14.185540 0.000 -0.483 0.581 0.069
H 1.837260 11.053050 14.001380 -0.067 0.359 -0.042 0.137
H 0.986980 11.072740 11.775120 0.723 0.274 -0.513 0.119
H 0.260980 9.576530 11.871920 0.188 -1.092 0.017 0.123
H 3.619050 8.807090 10.489560 -0.192 -0.175 0.191 0.090
H 2.350440 9.874270 9.901150 0.275 0.949 0.349 0.080
H 1.855990 8.377490 10.362470 0.189 -0.766 0.345 0.082
H -1.036380 10.637410 13.588610 -0.108 -0.135 -0.077 0.070
H -0.439750 11.283540 14.940750 0.141 0.047 0.076 0.073
C -1.920390 19.426090 14.938040 0.253 1.250 0.025 -0.065
C -1.553130 19.528170 13.446430 -0.153 -1.299 1.274 -0.432
C -0.805900 20.772510 13.020570 0.143 0.009 -0.719 -0.214
O -1.512140 21.986950 13.181770 0.635 -0.002 1.204 -0.177
C -2.717240 22.035580 12.478280 0.165 0.658 -0.868 -0.127
N -0.704090 18.356740 13.143470 -0.158 -0.248 -0.605 0.025
H -0.998440 19.334710 15.512290 0.003 -0.090 0.197 0.075
H -2.579910 18.587350 15.160850 0.119 -0.099 -0.214 0.076
H -2.415220 20.333850 15.283300 -0.122 0.093 0.087 0.072
H -2.522330 19.457360 12.952730 0.277 -0.156 -0.696 0.126
H -0.493030 20.724800 11.977530 -0.473 -0.521 -0.515 0.120
H 0.186050 20.774390 13.472380 -0.204 0.590 0.884 0.128
H -3.569570 21.613370 13.010590 0.032 -0.303 -0.062 0.088
H -2.555280 21.618010 11.484540 -0.379 -0.608 -0.103 0.092
H -2.942540 23.076610 12.246780 -0.004 0.187 0.442 0.087
H -1.189350 17.508980 13.400240 -0.670 -0.181 -0.445 0.064
H 0.036940 18.276580 13.825040 0.546 0.711 0.103 0.061
C 12.141990 8.071110 -1.076080 -0.472 0.488 0.655 -0.075
C 10.724900 8.683540 -0.975300 0.390 0.541 0.126 -0.385
C 10.460480 9.201930 0.508810 0.203 -0.156 -1.114 -0.225
O 9.280150 9.929750 0.564870 -2.178 1.086 0.781 -0.225
C 8.939470 10.499660 1.879500 0.850 -0.785 -1.176 -0.059
N 10.533490 9.771770 -1.993860 -0.174 -1.007 1.085 0.035
H 12.478320 7.791970 -2.074610 -0.398 0.223 -0.083 0.073
H 12.206190 7.179160 -0.452860 0.009 -0.014 0.095 0.071
H 12.830650 8.809040 -0.664610 0.327 -0.049 -0.082 0.068
H 10.013520 7.891550 -1.209400 -0.259 0.158 0.012 0.126
H 11.242420 9.919880 0.756210 0.755 -0.387 0.335 0.118
H 10.342640 8.376730 1.211130 0.720 -0.279 0.132 0.122
H 9.019440 9.758270 2.674510 -0.013 -0.316 -0.073 0.078
H 7.914680 10.870770 1.865320 0.200 -0.009 -0.348 0.085
H 9.647710 11.291010 2.124980 -0.034 0.231 -0.077 0.081
H 11.115880 10.557880 -1.742930 0.538 0.118 0.034 0.060
H 9.615030 10.124900 -1.766210 -0.466 0.160 -0.302 0.051
C -10.233800 21.251710 8.250010 -0.157 -0.574 -1.197 -0.046
C -9.950060 21.085390 6.699360 0.900 -0.287 0.465 -0.415
C -8.920160 19.968810 6.371470 0.730 0.770 1.913 -0.183
O -7.663820 20.337130 7.034730 0.000 -1.277 -0.441 -0.218
C -6.578690 19.404630 6.699930 -1.347 1.287 -0.414 -0.081
N -11.148020 20.814240 5.877450 0.468 -0.123 1.225 0.021
H -9.358360 21.504930 8.847990 0.169 0.153 -0.479 0.069
H -10.633460 20.346660 8.707460 -0.146 -0.192 -0.257 0.071
H -10.982100 22.034000 8.377160 -0.006 0.096 0.031 0.064
H -9.570280 22.051240 6.366190 0.603 0.077 0.140 0.123
H -8.738220 19.736030 5.322270 -0.111 0.558 -0.328 0.112
H -9.328500 19.053230 6.799320 0.090 -0.282 0.208 0.118
H -5.631160 19.751750 7.111990 -0.305 0.177 0.206 0.081
H -6.523410 19.471710 5.613400 0.384 -0.522 -0.159 0.076
H -6.782330 18.386160 7.030620 -0.126 -0.019 0.026 0.081
H -10.806200 20.965100 4.939100 -0.537 0.128 -0.367 0.065
H -11.753940 21.576110 6.146750 -0.604 0.032 -0.571 0.061
C 3.851600 23.890990 6.935090 -0.393 0.170 0.423 -0.089
C 4.409730 25.072890 6.175460 0.257 0.273 0.891 -0.356
O 4.303550 24.805590 4.814430 0.107 0.074 -1.367 -0.071
H 4.257330 22.950950 6.561160 0.189 0.126 0.006 0.075
H 2.772340 23.847380 6.788820 -0.084 -0.041 -0.023 0.070
H 4.023700 23.963540 8.008970 0.114 -0.014 0.041 0.071
H 5.446170 25.284080 6.438710 0.350 -0.465 -0.157 0.105
H 3.949270 26.029410 6.422760 -0.578 -0.080 0.167 0.110
H 3.600510 25.333610 4.429040 0.042 -0.050 0.013 0.086
C 12.198410 15.318510 8.358850 -1.471 0.083 0.469 -0.077
C 11.095030 14.915040 9.361860 0.545 -0.561 0.102 -0.317
O 10.442990 13.716890 8.908980 0.074 0.464 -0.138 -0.094
H 11.662960 15.556710 7.439800 0.284 -0.168 -0.279 0.069
H 12.908140 14.506750 8.199390 -0.034 0.155 0.049 0.074
H 12.678590 16.244530 8.675130 0.210 -0.187 0.141 0.069
H 10.342220 15.686170 9.525400 0.090 0.369 -0.354 0.103
H 11.488550 14.685230 10.352020 0.448 0.185 0.117 0.100
H 9.688570 13.627650 9.495920 -0.148 -0.340 -0.108 0.073
C -1.914350 24.089920 3.700660 0.238 -0.009 -0.313 -0.093
C -1.420110 23.017500 2.704600 -0.942 0.713 1.087 -0.307
O -2.561730 22.691130 1.899740 0.672 0.062 0.071 -0.085
H -2.699460 23.756640 4.379370 -0.006 -0.312 -0.207 0.070
H -2.310380 24.930210 3.130440 -0.066 -0.001 -0.046 0.070
H -1.115420 24.490720 4.324490 0.220 -0.153 -0.070 0.064
H -1.056250 22.142440 3.243090 0.001 -0.158 0.006 0.103
H -0.583610 23.443520 2.150640 -0.064 -0.068 -0.415 0.102
H -2.312760 21.973160 1.313120 -0.053 -0.084 -0.113 0.077
C 3.224720 16.524430 5.603490 0.339 -0.529 0.659 -0.078
C 2.887880 16.169680 7.070850 0.693 0.654 -0.390 -0.331
O 1.487930 16.229600 7.280840 0.169 -0.372 -0.001 -0.076
H 4.308440 16.587950 5.505430 0.101 0.291 0.108 0.066
H 2.774730 17.456370 5.261290 -0.021 -0.026 0.255 0.072
H 2.968070 15.735500 4.896510 -0.438 -0.093 0.196 0.067
H 3.392060 16.816880 7.788510 -0.036 0.992 -0.292 0.099
H 3.377860 15.254380 7.402860 -0.530 -0.920 -0.596 0.100
H 1.363390 16.175580 8.231190 -0.291 -0.001 0.065 0.080
C 7.992730 18.533860 15.396370 -0.282 1.001 -0.572 -0.092
C 6.667400 18.564420 14.632710 -0.160 -1.841 0.273 -0.299
O 5.698320 17.808340 15.406500 0.243 0.781 -0.396 -0.101
H 8.761590 19.040760 14.813270 0.151 0.034 0.024 0.069
H 8.348830 17.533240 15.641420 -0.341 0.008 -0.099 0.077
H 7.844760 19.117500 16.304990 0.237 -0.098 0.233 0.069
H 6.730530 18.005900 13.698810 0.168 0.055 -0.066 0.104
H 6.267570 19.545120 14.374930 0.280 0.251 0.295 0.106
H 5.641520 18.305090 16.226020 -0.300 -0.188 0.307 0.066
C -3.532380 15.196930 0.713160 -1.060 0.241 -0.232 -0.103
C -2.175330 15.743120 0.501950 1.093 -0.414 -0.427 -0.359
O -2.168780 16.873320 -0.343820 -0.502 0.692 -0.146 -0.074
H -4.069120 15.911370 1.337330 -0.352 -0.292 0.118 0.077
H -3.474980 14.211820 1.176150 -0.085 0.128 0.207 0.079
H -4.071130 15.102150 -0.229640 -0.007 -0.054 -0.041 0.079
H -1.570220 14.982950 0.007900 0.341 -0.211 0.385 0.112
H -1.796470 15.996420 1.492100 0.579 0.006 -0.027 0.109
H -1.372530 16.891120 -0.879800 0.004 -0.089 0.169 0.081
C -3.809580 9.931680 5.631670 1.193 -0.274 -0.489 -0.087
C -3.250470 11.213350 6.227610 0.094 0.270 0.646 -0.331
O -1.975560 11.532940 5.695330 0.453 -0.606 -0.897 -0.089
H -3.722400 9.898000 4.545680 -0.581 0.486 -0.153 0.071
H -4.799930 9.645310 5.985630 0.050 0.318 -0.076 0.076
H -3.114570 9.130660 5.883540 -0.048 -0.162 0.456 0.070
H -3.087600 11.020570 7.287990 -0.429 0.163 0.336 0.103
H -3.882600 12.092940 6.105830 -0.454 -0.184 0.009 0.107
H -1.659250 12.383990 6.007200 -0.262 -0.008 0.156 0.080
C 2.202720 8.331430 -0.191950 0.604 0.471 0.396 -0.084
C 1.390290 9.102410 0.891120 0.027 -1.214 -1.006 -0.303
O 1.525950 8.428450 2.144300 0.091 0.214 -0.288 -0.089
H 2.273290 8.798580 -1.174240 -0.462 0.534 0.126 0.064
H 1.891070 7.311280 -0.416170 -0.417 0.031 0.545 0.068
H 3.246030 8.272620 0.118130 0.053 -0.096 0.261 0.065
H 0.339050 9.072290 0.604600 -0.179 0.201 -0.115 0.100
H 1.688320 10.145090 1.001030 0.261 0.034 -0.267 0.104
H 0.954270 8.923220 2.735900 0.016 -0.165 0.359 0.075
C 6.132150 15.409280 -2.902910 -0.103 -0.154 -0.873 -0.093
C 5.021730 15.587220 -1.902300 1.060 -1.112 0.536 -0.384
O 4.411050 16.794650 -2.027460 -1.274 2.368 -0.141 -0.061
H 6.432280 14.361530 -2.918910 0.278 0.072 -0.187 0.074
H 6.993180 16.066920 -2.783590 0.098 -0.116 0.672 0.071
H 5.766680 15.722960 -3.880730 -0.232 -0.436 -0.216 0.073
H 5.449060 15.492510 -0.904040 -0.101 -0.372 0.343 0.110
H 4.222400 14.855810 -2.021450 0.256 -0.317 -0.078 0.117
H 4.953900 17.484120 -1.638180 0.015 0.072 -0.043 0.093
C 9.211680 19.381740 2.462780 0.243 1.284 0.787 -0.075
C 8.558610 20.473690 1.559290 1.530 -1.074 -0.646 -0.346
O 7.195260 20.530040 1.693650 -2.003 0.044 0.284 -0.071
H 9.187240 18.309440 2.268710 -0.470 0.238 -0.907 0.066
H 8.752660 19.482640 3.446250 -0.036 0.072 0.172 0.063
H 10.261440 19.632890 2.614550 0.160 0.002 -0.082 0.061
H 8.771610 20.276960 0.508560 0.103 -0.233 -0.147 0.103
H 8.933800 21.486180 1.708320 0.714 -0.186 0.505 0.110
H 6.986910 21.275330 2.261740 -0.252 -0.150 0.030 0.088
```
Positions in Å, forces in eV/Å.